ORCA calculation (ωB97M-V/def2-TZVPD) on a structure of composition C34H52BMnN3O3Se2 in a non-equilibrium geometry.

Atoms and positions in Å:
Mn  -0.34153  0.36233  -1.48191
O  1.93679  3.74773  -1.57705
C  2.67239  3.53102  -2.76214
C  1.95901  2.68696  -3.83751
C  2.60611  3.05365  -5.18434
O  4.01513  2.84149  -5.24365
C  2.15257  1.18361  -3.64120
Se  1.99471  0.48086  -1.80747
C  0.48184  3.07936  -3.95014
Se  -0.85536  2.07560  -2.92155
H  1.99974  2.94185  -1.04513
H  3.64185  3.06828  -2.53228
H  2.85292  4.53008  -3.17465
H  2.36234  4.09638  -5.41994
H  2.17985  2.42537  -5.96781
H  4.44597  3.38541  -4.57921
H  3.16092  0.91296  -3.94321
H  1.44061  0.62680  -4.24934
H  0.15166  2.95182  -4.98006
H  0.35023  4.12353  -3.67589
N  -4.04382  -0.94795  -2.28923
C  -2.74158  -0.81796  -2.09714
O  -2.29195  0.10627  -1.38306
C  -1.78748  -1.74199  -2.78206
C  -0.38143  -1.58343  -2.18150
H  -4.67129  -0.34764  -1.78153
H  -4.41790  -1.76261  -2.74253
H  -1.78339  -1.45058  -3.83434
H  -2.16608  -2.76728  -2.72780
H  0.36573  -1.70193  -2.95247
H  -0.19070  -2.34480  -1.43568
C  -0.30437  3.14499  0.82349
C  0.78552  3.19654  1.90316
C  0.15939  2.98658  3.29044
C  2.01017  2.31307  1.64093
C  3.23438  2.97038  1.52011
C  4.41716  2.27804  1.33050
C  4.40460  0.89494  1.26837
C  3.21289  0.18958  1.35949
C  3.22962  -1.33509  1.31915
C  4.35730  -1.90821  0.45319
C  3.34157  -1.90579  2.73964
C  2.01582  0.91309  1.52895
N  0.78246  0.18387  1.60804
B  -0.12865  -0.27433  0.56995
N  -1.10270  -1.03984  1.33628
C  -0.74047  -1.03380  2.69185
C  0.37225  -0.30571  2.84857
C  -2.31139  -1.73151  1.00502
C  -3.53607  -1.06603  1.18049
C  -4.71074  -1.76855  0.93478
C  -4.67949  -3.08949  0.51225
C  -3.46511  -3.73811  0.36226
C  -2.26272  -3.08182  0.62336
C  -0.95567  -3.85595  0.60164
C  -0.77200  -4.58861  1.93877
C  -0.86832  -4.86325  -0.54963
C  -3.59258  0.35602  1.71705
C  -4.55933  1.26485  0.95450
C  -3.96256  0.32953  3.20718
H  -1.17920  3.70917  1.16286
H  -0.62575  2.12589  0.62859
H  0.03299  3.58141  -0.11535
H  1.17716  4.21458  1.89741
H  -0.47750  2.10352  3.31060
H  -0.46081  3.85125  3.54072
H  0.92580  2.88355  4.06459
H  3.25323  4.05349  1.58218
H  5.35250  2.81939  1.24319
H  5.33827  0.36041  1.12847
H  2.28294  -1.66124  0.88678
H  5.33295  -1.78045  0.93274
H  4.37967  -1.43346  -0.52753
H  4.19977  -2.98074  0.31167
H  4.27074  -1.56386  3.20501
H  3.35409  -2.99996  2.71083
H  2.50795  -1.59272  3.36841
H  -1.33333  -1.54345  3.43584
H  0.92159  -0.09222  3.75251
H  -5.66802  -1.28061  1.08741
H  -5.60440  -3.62111  0.31987
H  -3.45197  -4.78112  0.06171
H  -0.14168  -3.13941  0.49848
H  -1.59456  -5.29144  2.09842
H  -0.75160  -3.88773  2.77495
H  0.16749  -5.14900  1.94184
H  -1.53429  -5.71511  -0.38549
H  0.15032  -5.25194  -0.62167
H  -1.12347  -4.41020  -1.51097
H  -2.59719  0.78831  1.62223
H  -5.58697  0.88854  0.98503
H  -4.24910  1.38417  -0.08487
H  -4.56203  2.25763  1.40977
H  -4.95549  -0.10900  3.34885
H  -3.97253  1.34379  3.61513
H  -3.24642  -0.26091  3.78188

- ⟨S²⟩: 4.11
- HOMO-LUMO gap (spin up / spin down): 6.831 / 8.028 eV
- E_LUMO (spin up / spin down): -0.4396 / 0.3305 eV
- Spin multiplicity: 4

***

ORCA calculation (ωB97M-V/def2-TZVPD) on a cluster of 3 separate species, C34H52Cl2N5O8S in total in a non-equilibrium geometry.

Atoms and positions in Å:
C  3.36148  -3.16813  0.46466
C  2.37324  -3.23895  1.42320
C  2.41455  -4.23100  2.57170
O  2.69294  -5.37208  2.28585
O  2.08974  -3.86717  3.84405
C  2.87863  -2.76006  4.32417
C  2.01951  -1.58940  4.82017
C  1.67999  -0.56833  3.70053
C  0.17558  -0.20648  3.59901
C  -0.06434  0.48745  2.22630
C  -1.44549  0.11693  1.62511
C  -1.66848  0.76565  0.27015
C  -2.28764  1.95036  0.14187
C  -2.82520  2.82991  1.23884
C  -4.38240  2.95495  1.25690
C  -4.89340  2.67373  2.69260
S  -5.54137  0.99896  2.79591
O  -6.11356  0.57560  1.55512
O  -4.56244  0.09069  3.31456
O  -6.73662  1.14232  3.86532
N  -2.34676  2.22867  -1.24012
C  -2.94089  3.35985  -1.97051
C  -2.82033  4.69790  -1.25884
N  -1.78958  5.42693  -1.31736
C  -1.77333  1.21803  -1.85781
C  -1.60361  0.99682  -3.34873
C  -0.12442  0.90374  -3.82204
O  0.10099  0.20508  -4.79243
C  1.02145  1.59648  -3.14272
C  2.29205  1.09688  -3.39106
C  3.41744  1.63285  -2.81649
C  3.28816  2.71928  -1.95030
C  2.02776  3.21236  -1.68329
C  0.90251  2.67617  -2.26806
N  -1.33786  0.27930  -1.00441
C  -0.70170  -0.98072  -1.33602
Cl  1.04117  -0.91238  -0.88568
C  -1.38315  -2.22726  -0.70988
C  -1.19890  -3.47615  -1.62146
Cl  -3.14298  -2.00319  -0.45005
H  4.31995  -2.73470  0.77929
H  3.20434  -3.49505  -0.56736
H  1.54262  -2.52298  1.34560
H  3.62636  -2.41445  3.57889
H  3.45922  -3.12361  5.18648
H  1.11820  -1.96144  5.32761
H  2.59691  -1.04698  5.58474
H  2.25533  0.36351  3.76978
H  1.97883  -1.03916  2.74892
H  -0.02249  0.53175  4.39218
H  -0.45864  -1.09090  3.73943
H  -0.01920  1.58190  2.31540
H  0.70020  0.12872  1.52814
H  -1.52851  -0.97201  1.52554
H  -2.26734  0.40194  2.29466
H  -2.41632  3.84243  1.09627
H  -2.39971  2.46514  2.17766
H  -4.69728  3.97208  0.99101
H  -4.83191  2.28679  0.51312
H  -4.09568  2.72990  3.44427
H  -5.64952  3.39472  3.03043
H  -7.01156  0.22096  4.02418
H  -2.37396  3.45760  -2.90554
H  -3.96454  3.09408  -2.26171
H  -3.69780  5.03180  -0.67932
H  -1.99421  6.26971  -0.77580
H  -2.10499  0.07576  -3.66877
H  -2.05897  1.80951  -3.93091
H  2.39166  0.23400  -4.05017
H  4.42040  1.24762  -2.98918
H  4.18824  3.14062  -1.50992
H  1.89657  4.04193  -0.98953
H  -0.09778  3.05113  -2.05133
H  -0.69490  -1.15846  -2.41593
H  -0.89565  -2.46838  0.24149
H  -1.00980  -4.34839  -0.98135
H  -0.34076  -3.37866  -2.29791
H  -2.13366  -3.70212  -2.14583
C  -4.35631  0.05227  -7.21541
O  -5.43820  -0.25719  -7.66559
N  -3.29784  -0.77760  -7.09597
C  -2.03129  -0.33636  -6.54423
C  -3.43714  -2.15627  -7.53584
H  -4.14581  1.07583  -6.85365
H  -1.24516  -0.46860  -7.28943
H  -1.79443  -0.93374  -5.66580
H  -2.07750  0.71335  -6.26135
H  -3.69540  -2.17709  -8.59495
H  -4.24022  -2.63826  -6.97661
H  -2.50595  -2.69534  -7.37652
C  5.99698  -0.63625  4.21183
O  4.91140  -0.89283  3.71168
N  6.99810  -1.51523  4.36593
C  8.26537  -1.14425  4.96953
C  6.80600  -2.88464  3.91274
H  6.24134  0.37067  4.58597
H  9.07240  -1.31372  4.25468
H  8.43822  -1.75492  5.85722
H  8.26036  -0.09472  5.25662
H  6.58921  -2.88816  2.84327
H  5.95904  -3.32774  4.43764
H  7.70048  -3.47113  4.10503

- HOMO-LUMO gap: 7.423 eV
- Net charge: +1
- E_LUMO: -2.7857 eV